Here is a gas-phase ion, C5H12NO (charge +1) from the Open Molecules 2025 dataset. Energies are from ωB97M-V/def2-TZVPD.

Properties
LUMO = -5.36 eV
structure (SMILES) = C=[NH+]CCCCO
charge = +1
Kohn-Sham gap = 0.3117 hartree

Atoms and positions in Å:
1 C -0.910 -1.619 -0.490
2 O 0.396 -2.077 -0.325
3 C -1.303 -0.833 0.667
4 C -0.569 0.461 1.022
5 C 0.862 0.515 0.475
6 C 1.264 2.319 -0.949
7 N 1.054 1.047 -0.787
8 H -1.103 -0.969 -1.393
9 H -1.573 -2.544 -0.568
10 H 0.737 -2.381 -1.187
11 H -1.247 -1.519 1.519
12 H -2.350 -0.606 0.653
13 H -1.249 1.227 0.641
14 H -0.550 0.406 2.197
15 H 1.497 0.987 1.356
16 H 1.324 -0.515 0.623
17 H 1.372 2.861 -1.874
18 H 1.252 2.888 0.058
19 H 1.095 0.354 -1.637

Charges in e, computed with natural (NBO), in the same order as the atoms:
1 C -0.076
2 O -0.734
3 C -0.442
4 C -0.416
5 C -0.333
6 C 0.130
7 N -0.401
8 H 0.143
9 H 0.201
10 H 0.484
11 H 0.220
12 H 0.235
13 H 0.224
14 H 0.259
15 H 0.252
16 H 0.305
17 H 0.246
18 H 0.238
19 H 0.464

Here is 2 unconnected molecules or ions with the total composition C5H12NO from the Open Molecules 2025 dataset. Energies are from ωB97M-V/def2-TZVPD.

Properties
LUMO = -5.47 eV
charge = +1
Kohn-Sham gap = 0.3098 hartree

Atoms and positions in Å:
1 C 0.295 -1.390 1.924
2 C -0.802 -0.556 1.332
3 C -0.839 -0.602 -0.228
4 C -1.793 -1.331 -0.994
5 C 1.368 0.326 -0.685
6 N 0.253 -0.219 -1.119
7 H 0.096 -2.614 2.339
8 H 0.830 -0.799 2.710
9 H 1.127 -1.594 1.173
10 H -0.841 0.621 1.452
11 H -1.758 -0.935 1.620
12 H -2.586 -1.814 -0.523
13 H -2.010 -1.061 -2.030
14 H 2.220 0.203 -1.247
15 H 1.072 1.006 0.171
16 H 0.130 -0.224 -2.166
17 H 1.296 4.034 -1.894
18 H 0.647 3.621 -0.586
19 O 1.295 3.328 -1.247

Charges in e, computed with natural (NBO), in the same order as the atoms:
1 C -0.646
2 C -0.461
3 C 0.155
4 C -0.302
5 C 0.112
6 N -0.450
7 H 0.267
8 H 0.244
9 H 0.206
10 H 0.236
11 H 0.262
12 H 0.221
13 H 0.215
14 H 0.230
15 H 0.242
16 H 0.461
17 H 0.491
18 H 0.475
19 O -0.960

Here is 2 unconnected molecules or ions with the total composition C5H12NO from the Open Molecules 2025 dataset. Energies are from ωB97M-V/def2-TZVPD.

Properties
LUMO = -5.10 eV
charge = +1
Kohn-Sham gap = 0.3177 hartree

Atoms and positions in Å:
1 C -2.545 2.014 -1.223
2 C -1.342 2.312 -0.316
3 C -0.451 1.111 -0.412
4 C 0.364 0.453 0.438
5 N 0.267 -0.966 0.452
6 C 0.780 -1.786 1.287
7 H -2.235 1.621 -2.191
8 H -3.193 1.233 -0.808
9 H -3.237 2.847 -1.330
10 H -0.813 3.185 -0.692
11 H -1.742 2.386 0.693
12 H -0.347 0.729 -1.434
13 H 0.781 0.915 1.325
14 H -0.412 -1.320 -0.215
15 H 1.655 -1.522 1.867
16 H 0.305 -2.748 1.361
17 H 4.278 -4.019 0.932
18 H 4.209 -3.036 -0.223
19 O 3.678 -3.408 0.487

Charges in e, computed with natural (NBO), in the same order as the atoms:
1 C -0.598
2 C -0.468
3 C -0.044
4 C -0.100
5 N -0.396
6 C 0.101
7 H 0.210
8 H 0.212
9 H 0.243
10 H 0.255
11 H 0.237
12 H 0.205
13 H 0.231
14 H 0.441
15 H 0.239
16 H 0.231
17 H 0.485
18 H 0.479
19 O -0.962

Here is 2 unconnected molecules or ions with the total composition C5H12NO from the Open Molecules 2025 dataset. Energies are from ωB97M-V/def2-TZVPD.

Properties
⟨S²⟩ = 2.014
multiplicity = 3
LUMO (spin up / spin down) = -2.93 / -8.33 eV
charge = +1
Kohn-Sham gap (spin up / spin down) = 0.2858 / 0.2200 hartree

Atoms and positions in Å:
1 C -0.027 -2.251 -0.093
2 C 0.498 -1.154 0.253
3 C -0.947 1.439 0.584
4 C -0.167 0.641 -1.684
5 C 1.485 -0.512 1.159
6 N -0.708 0.387 -0.400
7 O 0.855 -0.177 2.364
8 H -0.991 -2.535 -0.652
9 H 0.518 -3.269 0.147
10 H 0.005 2.029 0.488
11 H -1.869 2.082 0.316
12 H -0.960 1.034 1.714
13 H -0.142 -0.119 -2.518
14 H -0.557 1.634 -2.161
15 H 0.772 1.070 -1.516
16 H 1.804 0.353 0.741
17 H 2.266 -1.229 1.088
18 H -1.452 -0.205 -0.703
19 H 0.893 -1.064 2.787

Charges in e, computed with natural (NBO), in the same order as the atoms:
1 C -0.493
2 C 0.011
3 C -0.487
4 C -0.493
5 C -0.156
6 N -0.170
7 O -0.658
8 H 0.232
9 H 0.235
10 H 0.229
11 H 0.286
12 H 0.315
13 H 0.284
14 H 0.298
15 H 0.248
16 H 0.184
17 H 0.230
18 H 0.414
19 H 0.490

Here is a gas-phase ion, C5H12NO2 (charge -1) from the Open Molecules 2025 dataset. Energies are from ωB97M-V/def2-TZVPD.

Properties
LUMO = 3.79 eV
structure (SMILES) = CN[C@@H](C[O-])[C@@H](C)O
charge = -1
Kohn-Sham gap = 0.2150 hartree

Atoms and positions in Å:
1 C 2.378 0.485 1.081
2 N 1.127 -0.421 1.163
3 C 0.129 0.202 0.209
4 C -1.216 -0.463 0.368
5 C -2.469 0.050 -0.536
6 O -1.191 -1.898 -0.015
7 C 0.537 0.377 -1.332
8 O 0.928 1.646 -1.480
9 H 2.173 1.339 1.694
10 H 3.203 -0.111 1.480
11 H 2.595 0.769 -0.010
12 H 1.218 -1.281 0.692
13 H -0.013 1.220 0.643
14 H -1.365 -0.371 1.430
15 H -2.191 0.313 -1.602
16 H -3.338 -0.617 -0.712
17 H -2.665 1.081 -0.138
18 H -0.875 -2.289 0.814
19 H -0.342 0.235 -2.054
20 H 1.376 -0.267 -1.694

Charges in e, computed with natural (NBO), in the same order as the atoms:
1 C -0.430
2 N -0.655
3 C -0.124
4 C 0.105
5 C -0.649
6 O -0.757
7 C -0.051
8 O -0.991
9 H 0.185
10 H 0.165
11 H 0.238
12 H 0.338
13 H 0.195
14 H 0.153
15 H 0.225
16 H 0.209
17 H 0.202
18 H 0.453
19 H 0.099
20 H 0.090

Here is 2 unconnected molecules or ions with the total composition C5H12NO2 from the Open Molecules 2025 dataset. Energies are from ωB97M-V/def2-TZVPD.

Properties
LUMO = 3.65 eV
charge = -1
Kohn-Sham gap = 0.2358 hartree

Atoms and positions in Å:
1 C -1.761 -1.382 0.556
2 O -1.533 -2.706 0.584
3 C -0.691 -0.640 -0.281
4 C -0.500 0.834 0.055
5 C 0.678 1.438 -0.657
6 C 1.900 1.580 -0.164
7 N 0.387 1.953 -1.934
8 H -1.833 -0.920 1.571
9 H -2.742 -1.075 0.084
10 H -0.948 -0.811 -1.336
11 H 0.205 -1.245 -0.131
12 H -1.395 1.429 -0.152
13 H -0.274 0.899 1.125
14 H 2.614 2.177 -0.729
15 H 2.201 1.270 0.831
16 H -0.417 1.576 -2.411
17 H 1.214 1.957 -2.510
18 H 0.573 -2.622 1.339
19 H 1.055 -1.407 2.208
20 O 1.269 -2.304 1.950

Charges in e, computed with natural (NBO), in the same order as the atoms:
1 C -0.002
2 O -0.959
3 C -0.437
4 C -0.455
5 C 0.234
6 C -0.557
7 N -0.833
8 H 0.066
9 H 0.062
10 H 0.175
11 H 0.207
12 H 0.200
13 H 0.204
14 H 0.174
15 H 0.203
16 H 0.374
17 H 0.363
18 H 0.513
19 H 0.458
20 O -0.991

Here is a gas-phase ion, C5H12NO2 (charge -1) from the Open Molecules 2025 dataset. Energies are from ωB97M-V/def2-TZVPD.

Properties
LUMO = 3.90 eV
structure (SMILES) = CN[C@@H](C[O-])[C@@H](C)O
charge = -1
Kohn-Sham gap = 0.2335 hartree

Atoms and positions in Å:
1 C -0.999 2.037 1.294
2 N -0.364 1.574 -0.041
3 C 0.191 0.234 0.136
4 C 1.249 -0.152 -0.943
5 C 1.534 -1.634 -0.741
6 O 0.533 0.069 -2.216
7 C -1.159 -0.835 0.519
8 O -2.290 -0.249 0.278
9 H -0.300 1.771 2.104
10 H -1.113 3.090 1.359
11 H -1.849 1.470 1.577
12 H -0.976 1.540 -0.804
13 H 0.754 0.327 1.115
14 H 2.115 0.530 -0.956
15 H 0.611 -2.232 -0.668
16 H 2.023 -2.292 -1.460
17 H 2.230 -1.743 0.127
18 H -0.126 -0.696 -2.304
19 H -0.971 -0.987 1.612
20 H -1.093 -1.823 0.011

Charges in e, computed with natural (NBO), in the same order as the atoms:
1 C -0.421
2 N -0.656
3 C -0.117
4 C 0.076
5 C -0.658
6 O -0.754
7 C -0.002
8 O -0.934
9 H 0.164
10 H 0.167
11 H 0.226
12 H 0.373
13 H 0.145
14 H 0.171
15 H 0.222
16 H 0.196
17 H 0.203
18 H 0.462
19 H 0.063
20 H 0.072

Here is a gas-phase ion, C5H12NO2 (charge -1) from the Open Molecules 2025 dataset. Energies are from ωB97M-V/def2-TZVPD.

Properties
LUMO = 3.30 eV
structure (SMILES) = C[C@@H](CC[O-])NCO
charge = -1
Kohn-Sham gap = 0.2042 hartree

Atoms and positions in Å:
1 C -0.723 -1.095 0.845
2 C 0.013 -0.361 -0.301
3 C -0.709 0.929 -0.622
4 C -2.105 0.733 -1.363
5 O -2.228 1.406 -2.495
6 N 1.428 -0.104 0.078
7 C 1.934 -0.015 1.368
8 O 2.256 -1.259 2.075
9 H -1.730 -1.394 0.546
10 H -0.152 -1.963 1.138
11 H -0.802 -0.388 1.670
12 H 0.060 -1.006 -1.182
13 H -0.743 1.592 0.254
14 H -0.114 1.485 -1.346
15 H -2.870 0.980 -0.570
16 H -2.175 -0.390 -1.478
17 H 2.057 -0.446 -0.630
18 H 1.178 0.415 2.001
19 H 2.837 0.601 1.419
20 H 2.634 -1.896 1.463

Charges in e, computed with natural (NBO), in the same order as the atoms:
1 C -0.632
2 C -0.030
3 C -0.460
4 C 0.015
5 O -0.940
6 N -0.657
7 C 0.087
8 O -0.776
9 H 0.219
10 H 0.198
11 H 0.193
12 H 0.185
13 H 0.164
14 H 0.210
15 H 0.053
16 H 0.042
17 H 0.358
18 H 0.173
19 H 0.147
20 H 0.452

Here is a molecular structure, C5H12NO2 from the Open Molecules 2025 dataset. Energies are from ωB97M-V/def2-TZVPD.

Properties
⟨S²⟩ = 0.754
multiplicity = 2
LUMO (spin up / spin down) = -1.88 / -2.13 eV
Kohn-Sham gap (spin up / spin down) = 0.1988 / 0.1898 hartree

Atoms and positions in Å:
1 C -0.644 1.706 0.229
2 O -0.429 2.907 0.852
3 C 0.701 0.905 0.305
4 C 0.675 -0.244 -0.594
5 C -0.137 -1.364 -0.205
6 C -0.058 -2.551 -1.114
7 N -0.931 -2.372 -2.274
8 H -1.455 1.196 0.757
9 H -0.852 1.920 -0.830
10 H 1.426 1.668 0.002
11 H 1.053 0.766 1.344
12 H 1.472 -0.520 -1.275
13 H -0.469 -0.419 -0.984
14 H -0.841 -1.210 0.607
15 H 0.972 -2.887 -1.254
16 H -0.828 -3.329 -0.860
17 H -0.741 -3.108 -2.953
18 H 0.425 2.418 3.648
19 H 0.124 2.630 1.744
20 O 0.536 1.888 2.855

Charges in e, computed with Löwdin, in the same order as the atoms:
1 C -0.328
2 O -0.148
3 C -0.177
4 C -0.048
5 C 0.007
6 C -0.262
7 N 0.101
8 H 0.117
9 H 0.120
10 H 0.135
11 H 0.106
12 H 0.156
13 H 0.179
14 H 0.162
15 H 0.130
16 H 0.151
17 H 0.054
18 H -0.066
19 H 0.002
20 O -0.391

Here is a gas-phase ion, C5H12NO2 (charge +1) from the Open Molecules 2025 dataset. Energies are from ωB97M-V/def2-TZVPD.

Properties
LUMO = -3.39 eV
structure (SMILES) = [NH3+][C@@H](CO)CCC=O
charge = +1
Kohn-Sham gap = 0.3758 hartree

Atoms and positions in Å:
1 C 1.919 -0.454 0.135
2 O 2.698 0.257 1.110
3 C 0.561 0.225 0.088
4 C -0.547 -0.723 -0.315
5 C -1.954 -0.158 -0.468
6 C -2.144 0.458 -1.854
7 O -1.208 0.685 -2.564
8 N 0.310 0.716 1.497
9 H 2.447 -0.446 -0.809
10 H 1.771 -1.505 0.429
11 H 3.627 0.030 1.021
12 H 0.561 1.107 -0.552
13 H -0.496 -1.637 0.285
14 H -0.235 -1.157 -1.261
15 H -2.628 -1.008 -0.408
16 H -2.243 0.543 0.317
17 H -3.183 0.651 -2.161
18 H 0.858 0.118 2.122
19 H 0.570 1.687 1.651
20 H -0.684 0.611 1.735

Charges in e, computed with natural (NBO), in the same order as the atoms:
1 C -0.088
2 O -0.754
3 C -0.061
4 C -0.447
5 C -0.527
6 C 0.444
7 O -0.504
8 N -0.675
9 H 0.222
10 H 0.179
11 H 0.509
12 H 0.244
13 H 0.229
14 H 0.269
15 H 0.258
16 H 0.213
17 H 0.142
18 H 0.459
19 H 0.454
20 H 0.434

Across the entries above, energy above the lowest of the compared OMol25 structures with the same formula, charge and spin takes the values 56.4 88.6 53.3 95.1 105.0 63.7 100.9 77.6 162.3 22.1 kcal per mole, respectively.
Across the entries above, max |F| takes the values 7.00 5.30 1.75 6.26 3.24 1.12 3.28 1.35 4.53 0.95 eV/A, respectively.
Across the entries above, DFT total energy takes the values -8908.1816 -8906.7861 -8908.3177 -8902.0624 -10962.4357 -10964.2284 -10962.6155 -10963.6257 -10956.3348 -10957.6609 eV, respectively.